1.
A structure of composition C18H24F4N3O3S at a distorted geometry. Source: the OMol25 dataset; level of theory: the ωB97M-V functional and the def2-TZVPD basis.

The HOMO energy comes out at -4.46 eV. Its total energy is -1887.99647 Ha. As for the net charge: -1. Its LUMO energy is 0.93 eV.

Each line ends with the natural charge from an NBO analysis.
Element x y z (Å)
C1 -0.8529 4.7213 1.1537  -0.6271
C2 -1.1220 3.2915 0.6267  -0.4012
C3 -2.6189 2.8417 0.7280  -0.4134
C4 -3.3157 2.5511 -0.6436  -0.3950
C5 -3.3614 1.0379 -1.0250  -0.3980
C6 -1.9134 0.4782 -0.8290  -0.4035
C7 -1.7369 -0.9298 -1.5205  -0.4435
C8 -0.7619 -1.8542 -0.7786  0.0615
C9 -1.3636 -2.9072 -0.1332  -0.2623
C10 -0.6462 -3.8937 0.6310  0.1916
N1 -1.0751 -4.9765 1.2977  -0.6117
S1 0.2898 -5.6223 1.9410  0.8955
N2 1.4489 -4.5964 1.4393  -0.5945
C11 0.7865 -3.6724 0.7146  0.0658
C12 1.4409 -2.5661 0.0397  0.0552
C13 2.9594 -2.4804 0.2416  -0.4608
C14 3.6932 -3.3023 -0.8655  -0.2019
N3 5.1490 -3.2556 -0.7963  -0.8418
C15 0.7243 -1.6592 -0.7279  -0.1117
C16 1.3770 -0.5009 -1.4799  0.6322
F1 0.9724 0.6593 -0.8567  -0.3159
F2 2.7414 -0.4622 -1.4777  -0.3283
C17 0.9780 -0.3779 -3.0088  0.5170
F3 0.4989 -1.5470 -3.5232  -0.3305
F4 0.1464 0.6812 -3.2393  -0.3235
H1 0.2247 4.9284 0.9798  0.2021
H2 -1.4359 5.4523 0.5607  0.1739
H3 -1.0342 4.7644 2.2526  0.2714
H4 -0.5232 2.5472 1.1910  0.2336
H5 -0.8034 3.2021 -0.4327  0.1656
H6 -2.7333 1.9780 1.4132  0.2115
H7 -3.1729 3.6759 1.2087  0.2053
H8 -4.3343 2.9948 -0.6095  0.1954
H9 -2.7690 3.1411 -1.4110  0.1912
H10 -4.1060 0.4686 -0.4419  0.1970
H11 -3.5534 0.9704 -2.1189  0.1902
H12 -1.6277 0.3717 0.2304  0.2227
H13 -1.2532 1.2180 -1.3144  0.2203
H14 -2.7511 -1.3813 -1.4745  0.2100
H15 -1.5274 -0.8368 -2.5997  0.2219
H16 -2.4551 -3.0221 -0.2009  0.2229
H17 3.1856 -2.9833 1.2042  0.2258
H18 3.3381 -1.4522 0.3510  0.2348
H19 3.3762 -4.3605 -0.7551  0.1919
H20 3.3638 -2.9887 -1.8750  0.1857
H21 5.5099 -3.5954 0.0883  0.3560
H22 5.5189 -2.3272 -0.9704  0.3564
H23 1.8972 -0.1409 -3.5821  0.1474
C18 0.3037 3.3936 4.1180  0.9382
O1 -0.2968 2.3106 3.8841  -0.8463
O2 1.6975 3.2152 4.1301  -0.7752
O3 -0.1271 4.5337 4.3230  -0.7768
H24 1.6503 2.2644 3.9432  0.4729


2.
A structure of composition C7H19AgBF4N3O4 at a distorted geometry. Source: the OMol25 dataset; level of theory: the ωB97M-V functional and the def2-TZVPD basis.

As for the energy above the lowest of the compared OMol25 structures with the same formula, charge and spin: 72.9 kcal per mole. The HOMO energy comes out at -0.18 eV. Its total energy is -1314.60052 Ha. As for the net charge: -2. Its LUMO energy is 2.00 eV.

Each line ends with the natural charge from an NBO analysis.
Element x y z (Å)
Ag1 0.6894 0.5293 0.1691  0.0539
B1 4.4703 3.6124 -0.8895  1.3088
F1 5.1803 2.7783 -1.6617  -0.5649
F2 3.2391 3.8051 -1.3814  -0.5725
F3 4.2852 3.1327 0.3842  -0.5785
F4 5.2285 4.7963 -0.8424  -0.5942
O1 7.1861 -4.4473 2.0552  -0.7281
C1 6.0581 -5.2800 1.8000  -0.0921
C2 4.5615 -4.7056 1.9867  -0.1080
O2 4.0243 -3.7371 1.0389  -0.6429
H1 6.2620 -6.2304 2.2933  0.1220
H2 6.1759 -5.6776 0.7920  0.1310
H3 4.4593 -4.2287 2.9616  0.1467
H4 4.0007 -5.6402 1.9965  0.1257
C3 -4.4704 4.1755 -0.5469  -0.6285
C4 -3.4422 3.0227 -0.6271  -0.0581
C5 -3.1109 2.7177 -2.1522  -0.0643
O3 -2.4279 1.4459 -2.2766  -0.5441
C6 -2.1144 1.0685 -3.5699  -0.2444
N1 -2.1547 3.4126 -0.0159  -0.8166
H5 -4.6370 4.3815 0.5104  0.2082
H6 -5.4295 3.9917 -1.0312  0.2001
H7 -4.0762 5.0738 -1.0220  0.1972
H8 -3.8314 2.1355 -0.1277  0.2001
H9 -2.5758 3.5647 -2.5815  0.1701
H10 -4.0817 2.4657 -2.5790  0.1660
H11 -2.0075 1.9730 -4.1687  0.1626
H12 -2.8186 0.3365 -3.9652  0.1573
H13 -1.1649 0.5456 -3.4562  0.2011
H14 -2.1599 3.9491 0.8398  0.3556
H15 -1.7702 4.0868 -0.6622  0.3407
C7 -2.2277 -3.3014 2.1583  0.7533
O4 -3.4426 -3.1358 2.3525  -0.7079
N2 -1.2931 -3.0315 3.0225  -0.8195
N3 -1.7379 -3.9277 1.0950  -0.8305
H16 -0.3188 -3.2469 2.8658  0.3942
H17 -1.4548 -2.5027 3.8676  0.4020
H18 -0.7284 -3.9541 1.0796  0.3928
H19 -2.3442 -3.9539 0.2877  0.4056


3.
A cluster of 5 separate species, C21H39N7O7PS in total. Source: the OMol25 dataset; level of theory: the ωB97M-V functional and the def2-TZVPD basis.

The HOMO energy comes out at -11.00 eV. Its total energy is -2472.92218 Ha. As for the net charge: +1. Its LUMO energy is -3.80 eV.

Each line ends with the Mulliken charge.
Element x y z (Å)
O1 0.7283 4.8168 -1.6155  -0.4215
P1 -0.7689 4.5132 -1.0529  0.1338
O2 -0.5150 4.0733 0.5100  -0.4489
C1 -0.9923 2.8019 -1.7686  -0.1385
C2 -0.7204 2.5591 -3.1011  -0.4199
C3 -0.8554 1.2654 -3.5831  -0.4277
C4 -1.2616 0.2364 -2.7429  0.3433
C5 -1.3013 -1.1604 -3.2727  -0.8607
C6 -0.8449 -2.2122 -2.2616  -0.6680
S1 0.5527 -1.6987 -1.2408  -0.2455
C7 1.4553 -0.5891 -2.2121  0.3978
N1 1.8416 0.5698 -1.7686  -0.0369
N2 2.5212 1.1745 -2.8009  -0.5636
C8 2.4715 0.3551 -3.7952  -0.1042
O3 1.8116 -0.7753 -3.5034  -0.0745
C9 -1.5704 0.5385 -1.4357  -0.4148
N3 -1.4277 1.7962 -0.9913  0.1898
H1 1.2964 4.0346 -1.5583  0.3581
H2 0.0828 3.3145 0.5704  0.3218
H3 -0.3799 3.3552 -3.7410  0.4673
H4 -0.6222 1.0301 -4.6093  0.5687
H5 -0.7285 -1.2436 -4.1887  0.1466
H6 -2.3285 -1.3956 -3.5519  0.5645
H7 -0.6789 -3.1603 -2.7560  0.6491
H8 -1.6384 -2.3836 -1.5386  0.1755
H9 2.8900 0.5217 -4.7660  0.5309
H10 -1.8878 -0.2158 -0.7241  0.5670
H11 -1.6428 1.9533 -0.0132  0.4433
C10 -3.3504 -1.4432 1.2370  0.0968
O4 -2.3172 -1.6445 0.5886  -0.7964
N4 -4.3315 -2.3270 1.3757  0.1790
C11 -5.5129 -2.0385 2.1705  -0.9736
C12 -4.2135 -3.6246 0.7260  -0.9242
H12 -3.5296 -0.5027 1.7662  0.2824
H13 -5.5963 -2.7572 2.9857  0.3712
H14 -6.4061 -2.1014 1.5472  0.3962
H15 -5.4415 -1.0391 2.5916  0.2930
H16 -3.3241 -4.1422 1.0845  0.3035
H17 -4.1239 -3.4958 -0.3533  0.2517
H18 -5.0933 -4.2216 0.9460  0.3993
C13 -1.0852 -0.4299 3.3569  0.7154
O5 -2.2006 -0.7713 3.7276  -0.6868
N5 -0.0167 -0.3154 4.1473  0.1521
C14 1.2857 0.0927 3.6414  -0.6709
C15 -0.1597 -0.6144 5.5655  -0.9974
H19 -0.8696 -0.1929 2.2991  -0.2118
H20 2.0158 -0.6943 3.8308  0.3333
H21 1.6082 0.9994 4.1488  0.2462
H22 1.2284 0.2721 2.5672  0.1670
H23 -0.4949 -1.6433 5.6963  0.3120
H24 -0.9059 0.0444 6.0109  0.2966
H25 0.7967 -0.4697 6.0587  0.3675
C16 0.6181 -3.3029 -7.6780  0.0887
O6 -0.3785 -3.6782 -7.0909  -0.5713
N6 1.7784 -2.9904 -7.0690  0.1690
C17 2.9407 -2.5179 -7.7961  -0.8593
C18 1.8416 -3.1405 -5.6263  -0.5398
H26 0.6461 -3.1683 -8.7718  0.2756
H27 3.7821 -3.1966 -7.6469  0.3278
H28 3.2265 -1.5222 -7.4489  0.2728
H29 2.7179 -2.4658 -8.8591  0.2975
H30 1.6515 -4.1793 -5.3540  0.3381
H31 1.0778 -2.5209 -5.1604  -0.1378
H32 2.8222 -2.8444 -5.2634  0.3771
C19 2.0905 2.4054 6.5876  0.1998
O7 2.5279 1.3976 6.0536  -0.6380
N7 2.7301 3.5817 6.6323  0.1065
C20 2.1609 4.7473 7.2837  -0.9097
C21 4.0413 3.6862 6.0094  -0.9375
H33 1.1090 2.4240 7.0903  0.2575
H34 2.0456 5.5606 6.5653  0.3450
H35 2.8127 5.0808 8.0923  0.3457
H36 1.1854 4.5034 7.6979  0.2908
H37 3.9712 3.4526 4.9470  0.2749
H38 4.7303 2.9773 6.4678  0.3020
H39 4.4223 4.6958 6.1346  0.3896


Copy entry 1 word for word.
A structure of composition C18H24F4N3O3S at a distorted geometry. Source: the OMol25 dataset; level of theory: the ωB97M-V functional and the def2-TZVPD basis.

The HOMO energy comes out at -4.46 eV. Its total energy is -1887.99647 Ha. As for the net charge: -1. Its LUMO energy is 0.93 eV.

Each line ends with the natural charge from an NBO analysis.
Element x y z (Å)
C1 -0.8529 4.7213 1.1537  -0.6271
C2 -1.1220 3.2915 0.6267  -0.4012
C3 -2.6189 2.8417 0.7280  -0.4134
C4 -3.3157 2.5511 -0.6436  -0.3950
C5 -3.3614 1.0379 -1.0250  -0.3980
C6 -1.9134 0.4782 -0.8290  -0.4035
C7 -1.7369 -0.9298 -1.5205  -0.4435
C8 -0.7619 -1.8542 -0.7786  0.0615
C9 -1.3636 -2.9072 -0.1332  -0.2623
C10 -0.6462 -3.8937 0.6310  0.1916
N1 -1.0751 -4.9765 1.2977  -0.6117
S1 0.2898 -5.6223 1.9410  0.8955
N2 1.4489 -4.5964 1.4393  -0.5945
C11 0.7865 -3.6724 0.7146  0.0658
C12 1.4409 -2.5661 0.0397  0.0552
C13 2.9594 -2.4804 0.2416  -0.4608
C14 3.6932 -3.3023 -0.8655  -0.2019
N3 5.1490 -3.2556 -0.7963  -0.8418
C15 0.7243 -1.6592 -0.7279  -0.1117
C16 1.3770 -0.5009 -1.4799  0.6322
F1 0.9724 0.6593 -0.8567  -0.3159
F2 2.7414 -0.4622 -1.4777  -0.3283
C17 0.9780 -0.3779 -3.0088  0.5170
F3 0.4989 -1.5470 -3.5232  -0.3305
F4 0.1464 0.6812 -3.2393  -0.3235
H1 0.2247 4.9284 0.9798  0.2021
H2 -1.4359 5.4523 0.5607  0.1739
H3 -1.0342 4.7644 2.2526  0.2714
H4 -0.5232 2.5472 1.1910  0.2336
H5 -0.8034 3.2021 -0.4327  0.1656
H6 -2.7333 1.9780 1.4132  0.2115
H7 -3.1729 3.6759 1.2087  0.2053
H8 -4.3343 2.9948 -0.6095  0.1954
H9 -2.7690 3.1411 -1.4110  0.1912
H10 -4.1060 0.4686 -0.4419  0.1970
H11 -3.5534 0.9704 -2.1189  0.1902
H12 -1.6277 0.3717 0.2304  0.2227
H13 -1.2532 1.2180 -1.3144  0.2203
H14 -2.7511 -1.3813 -1.4745  0.2100
H15 -1.5274 -0.8368 -2.5997  0.2219
H16 -2.4551 -3.0221 -0.2009  0.2229
H17 3.1856 -2.9833 1.2042  0.2258
H18 3.3381 -1.4522 0.3510  0.2348
H19 3.3762 -4.3605 -0.7551  0.1919
H20 3.3638 -2.9887 -1.8750  0.1857
H21 5.5099 -3.5954 0.0883  0.3560
H22 5.5189 -2.3272 -0.9704  0.3564
H23 1.8972 -0.1409 -3.5821  0.1474
C18 0.3037 3.3936 4.1180  0.9382
O1 -0.2968 2.3106 3.8841  -0.8463
O2 1.6975 3.2152 4.1301  -0.7752
O3 -0.1271 4.5337 4.3230  -0.7768
H24 1.6503 2.2644 3.9432  0.4729


> Which value of HOMO does entry 3 give?

-11.00 eV


> LUMO energy of number 1 (C18H24F4N3O3S)?

0.93 eV